[1]
{"formula": "C32H50CdN9OSe", "method": "ωB97M-V/def2-TZVPD", "species": ["Cd", "C", "N", "C", "C", "C", "C", "C", "C", "C", "N", "C", "C", "C", "C", "C", "C", "N", "C", "C", "H", "H", "H", "H", "H", "H", "H", "H", "H", "H", "H", "H", "H", "H", "H", "H", "H", "H", "H", "H", "N", "C", "C", "C", "N", "H", "H", "H", "H", "H", "H", "H", "H", "H", "H", "C", "N", "C", "C", "O", "N", "C", "C", "H", "H", "H", "H", "H", "H", "H", "H", "H", "H", "H", "H", "C", "N", "C", "Se", "N", "C", "C", "C", "C", "C", "C", "H", "H", "H", "H", "H", "H", "H", "H"], "positions_angstrom": [[8.32264, -12.38989, 13.25359], [9.26760, -10.22665, 15.36252], [9.32787, -10.18277, 13.93688], [8.74637, -8.93028, 13.39762], [10.71136, -10.37265, 13.55171], [11.54376, -9.35274, 13.03629], [12.89919, -9.64641, 12.73380], [13.38608, -10.91707, 12.99772], [12.58025, -11.91392, 13.45264], [11.20471, -11.68248, 13.67445], [10.30369, -12.65640, 14.04498], [10.67752, -13.99463, 14.13526], [11.23811, -14.62061, 13.04012], [11.53976, -15.98967, 13.07614], [11.25075, -16.73632, 14.24101], [10.65641, -16.09581, 15.31460], [10.40375, -14.72527, 15.32403], [10.00933, -14.06689, 16.48714], [11.08725, -13.17070, 16.96335], [9.53918, -14.86941, 17.63592], [10.00019, -9.51836, 15.83031], [8.28646, -9.84611, 15.63892], [9.47916, -11.23490, 15.74764], [9.08670, -8.78398, 12.35151], [9.09837, -8.08803, 14.04623], [7.68186, -9.03524, 13.62793], [11.12204, -8.38415, 12.84814], [13.49398, -8.89438, 12.33226], [14.41319, -11.03437, 12.85959], [13.01352, -12.90442, 13.60444], [11.47778, -14.01608, 12.19991], [12.05116, -16.48852, 12.27942], [11.49536, -17.80476, 14.22287], [10.51478, -16.70726, 16.19487], [11.86937, -13.75196, 17.45527], [11.43761, -12.61134, 16.13739], [10.63495, -12.46214, 17.60487], [10.31867, -15.47776, 18.05447], [9.14106, -14.18698, 18.41427], [8.69386, -15.50553, 17.34577], [8.05970, -14.20096, 11.75369], [8.07238, -14.22279, 10.26287], [9.27310, -13.77913, 9.56139], [9.55482, -12.30761, 9.58084], [9.86691, -11.78200, 10.90687], [8.72193, -14.84127, 12.19312], [7.21277, -14.54093, 12.17380], [7.24824, -13.52202, 9.97769], [7.69417, -15.17932, 9.93227], [9.14226, -14.08057, 8.48059], [10.18330, -14.34992, 9.83897], [8.76493, -11.82300, 9.02824], [10.43481, -12.10057, 8.97944], [10.48570, -10.98951, 10.82636], [10.38588, -12.39203, 11.45401], [5.96376, -16.38049, 14.21182], [5.53414, -15.46448, 15.26986], [4.16383, -15.57676, 15.64608], [6.15352, -14.25240, 15.23554], [6.84476, -14.00658, 14.21720], [6.01964, -13.39969, 16.24790], [6.65860, -12.10083, 16.04661], [5.78783, -13.76610, 17.65689], [5.83268, -17.47186, 14.53340], [7.05842, -16.29010, 14.02549], [5.40646, -16.23200, 13.28463], [3.51955, -15.23782, 14.82887], [3.92865, -14.92712, 16.49527], [3.95015, -16.65824, 15.94661], [7.71147, -12.23631, 16.01427], [6.27023, -11.38716, 16.77173], [6.28935, -11.61558, 15.10923], [5.87383, -14.84848, 17.74503], [4.83341, -13.48985, 18.04050], [6.53296, -13.35523, 18.32412], [4.40968, -11.51672, 9.27781], [5.53720, -10.62617, 9.37752], [6.24279, -10.56191, 10.51274], [5.87283, -11.29428, 12.16456], [7.38084, -9.85360, 10.27654], [7.40121, -9.57823, 8.92092], [8.33519, -8.91125, 8.09034], [8.05837, -8.73935, 6.77672], [6.83801, -9.22909, 6.20770], [5.92133, -9.83181, 6.99473], [6.23957, -10.01785, 8.36043], [3.86947, -11.44116, 10.21546], [4.70890, -12.53178, 9.10580], [3.75105, -11.17958, 8.49444], [8.16185, -9.94908, 10.89715], [9.27476, -8.62562, 8.51726], [8.77081, -8.31644, 6.09007], [6.63520, -9.11187, 5.16730], [5.02572, -10.30916, 6.65124]], "homo_energy_ev": -9.066, "charge": 1, "energy_ha": -4386.3987, "gap_ev": 7.249, "e_above_lowest_kcal_mol": 0.0}

***

[2]
{"formula": "C32H50Cl3N6OSSi2Sn", "method": "ωB97M-V/def2-TZVPD", "species": ["Sn", "C", "C", "N", "N", "C", "O", "C", "C", "C", "C", "C", "C", "C", "C", "C", "C", "C", "N", "H", "H", "H", "H", "H", "H", "H", "H", "H", "H", "H", "H", "Cl", "C", "Cl", "Cl", "C", "N", "C", "Si", "C", "C", "C", "C", "C", "C", "C", "C", "H", "H", "H", "H", "H", "H", "H", "H", "H", "H", "H", "H", "H", "H", "H", "H", "H", "H", "H", "H", "H", "C", "N", "C", "C", "N", "C", "S", "H", "H", "H", "H", "H", "H", "H", "H", "C", "Si", "C", "C", "H", "H", "H", "H", "H", "H", "H", "H", "H"], "positions_angstrom": [[-0.28597, -0.55283, 0.10970], [-4.40493, -0.28406, 2.08148], [-3.12086, -0.79036, 1.51542], [-2.28310, 0.00823, 0.95692], [-2.60638, 1.33142, 0.89704], [-1.71703, 2.00088, 0.19335], [-0.66883, 1.48260, -0.34001], [-1.92240, 3.45468, 0.02318], [-3.07284, 4.07508, 0.50604], [-3.23887, 5.44041, 0.34450], [-2.26044, 6.18940, -0.29671], [-1.11472, 5.57216, -0.78121], [-0.94442, 4.20602, -0.62416], [-2.75126, -2.22139, 1.52570], [-3.62911, -3.21836, 1.93714], [-3.22015, -4.54019, 1.88378], [-1.94872, -4.83777, 1.41981], [-1.13806, -3.78870, 1.02527], [-1.52336, -2.51763, 1.08002], [-4.21280, 0.63477, 2.63323], [-5.08703, -0.02095, 1.26944], [-4.88723, -1.00442, 2.73450], [-3.82376, 3.47948, 1.00662], [-4.13207, 5.92350, 0.71840], [-2.39213, 7.25676, -0.41884], [-0.35227, 6.15743, -1.27838], [-0.05893, 3.70989, -0.99918], [-4.62176, -2.97275, 2.28146], [-3.89102, -5.32877, 2.19684], [-1.59076, -5.85536, 1.35816], [-0.14063, -3.97016, 0.64306], [-6.02902, 3.47332, -1.63268], [-4.83072, 2.99708, -2.84377], [-3.66236, 4.29370, -3.10258], [-5.63571, 2.57528, -4.36136], [-4.11575, 1.81403, -2.35452], [-3.56301, 0.88313, -1.97797], [0.17516, -1.37236, 3.54327], [1.21046, -0.45770, 2.26721], [1.42553, 1.34082, 2.84095], [2.40133, 1.37853, 4.02692], [1.93523, 2.27465, 1.73836], [0.06021, 1.84505, 3.33234], [2.80941, -1.46095, 1.96325], [3.31752, -2.00774, 3.30702], [3.92398, -0.62990, 1.32050], [2.48966, -2.65675, 1.05817], [0.58819, -1.20852, 4.54198], [0.15966, -2.44792, 3.36063], [-0.85666, -1.01621, 3.55057], [3.42062, 1.12565, 3.73145], [2.10291, 0.70650, 4.83549], [2.42429, 2.39204, 4.43910], [2.89956, 1.96233, 1.33804], [2.05593, 3.28184, 2.15121], [1.23342, 2.34180, 0.90595], [-0.28522, 1.29376, 4.20937], [-0.71624, 1.77842, 2.56741], [0.14316, 2.89825, 3.61775], [3.55746, -1.20989, 4.01146], [4.23323, -2.58433, 3.14073], [2.59356, -2.67232, 3.78167], [4.30322, 0.13401, 2.00033], [3.58969, -0.11678, 0.41651], [4.77063, -1.28287, 1.07355], [1.73620, -3.30634, 1.51170], [3.38875, -3.26622, 0.91175], [2.13364, -2.35325, 0.06759], [2.77357, 1.19999, -4.74318], [3.35813, 0.16729, -3.91907], [4.15573, -0.90900, -4.49887], [4.67412, -1.62583, -3.25292], [3.66005, -1.24567, -2.26966], [3.04382, -0.08816, -2.64140], [2.06436, 0.84918, -1.65201], [3.56032, 1.71701, -5.29237], [2.25266, 1.90571, -4.10206], [2.06535, 0.77504, -5.45903], [4.95159, -0.51064, -5.12571], [3.52016, -1.55876, -5.10921], [5.65876, -1.25172, -2.96150], [4.72473, -2.70461, -3.37836], [3.81989, -1.38781, -1.28551], [-2.54359, -2.41149, -2.01744], [-0.83826, -1.65288, -2.16406], [-0.78177, -0.33926, -3.48915], [0.43921, -2.98402, -2.48993], [-2.87717, -2.71868, -3.01275], [-3.26459, -1.68692, -1.63831], [-2.55377, -3.29582, -1.37845], [-1.42173, -0.63886, -4.32378], [0.23627, -0.20676, -3.85434], [-1.13076, 0.62377, -3.11796], [0.22454, -3.46565, -3.44814], [0.44157, -3.76458, -1.72692], [1.44069, -2.55000, -2.53978]], "homo_energy_ev": -10.588, "charge": 1, "energy_ha": -4225.1006, "gap_ev": 7.556, "e_above_lowest_kcal_mol": 0.0}